The following is a DFT calculation (ωB97M-V/def2-TZVPD) of a 7-piece molecular cluster, C34H86F3N6O15 overall in a non-equilibrium geometry.

Geometry as ORCA input:
```
! wB97M-V def2-TZVPD RIJCOSX def2/J DEFGRID3
* xyz 3 1
N 5.299 -16.048 -19.671
O 4.749 -15.326 -18.832
O 4.948 -16.091 -20.848
O 6.203 -16.842 -19.336
C 2.656 -14.500 -28.994
O 3.015 -15.499 -29.926
O 1.534 -14.926 -28.210
C 3.993 -14.094 -28.290
F 3.903 -12.772 -28.002
F 4.362 -14.640 -27.102
F 5.072 -14.231 -29.019
C 3.018 -15.076 -31.339
C 3.655 -16.119 -32.098
H 3.206 -17.074 -31.828
H 3.377 -15.892 -33.127
H 4.741 -16.096 -32.008
H 3.694 -14.223 -31.394
H 2.051 -14.819 -31.770
H 2.364 -13.664 -29.630
C 3.471 -21.947 -24.536
O 3.483 -20.567 -24.250
C 3.569 -19.740 -25.385
C 4.958 -19.683 -26.085
N 6.064 -19.390 -25.072
H 5.690 -18.770 -24.368
H 6.273 -20.244 -24.574
C 7.373 -18.624 -25.492
C 8.288 -19.517 -26.399
O 7.589 -20.229 -27.436
C 7.446 -19.486 -28.720
H 3.537 -22.517 -23.609
H 4.325 -22.368 -25.065
H 2.610 -22.195 -25.156
H 3.347 -18.734 -25.030
H 2.720 -19.907 -26.048
H 5.114 -18.906 -26.834
H 5.326 -20.590 -26.564
H 7.907 -18.345 -24.583
H 7.089 -17.648 -25.885
H 8.829 -20.231 -25.777
H 9.115 -18.959 -26.838
H 6.896 -20.074 -29.455
H 8.467 -19.289 -29.049
H 6.850 -18.579 -28.623
C 7.385 -7.909 -15.877
O 6.125 -8.511 -15.843
C 5.978 -9.514 -14.905
C 4.737 -10.316 -15.355
N 3.435 -9.504 -15.521
H 3.327 -9.152 -14.580
H 3.660 -8.735 -16.135
C 2.258 -10.245 -16.210
C 1.274 -10.945 -15.279
O 0.026 -10.340 -15.082
C -0.016 -9.440 -14.048
H 7.809 -7.817 -14.877
H 7.414 -6.907 -16.306
H 8.003 -8.552 -16.504
H 5.841 -9.145 -13.889
H 6.869 -10.131 -15.019
H 4.355 -11.047 -14.642
H 4.861 -10.625 -16.393
H 2.895 -10.923 -16.777
H 1.911 -9.427 -16.841
H 1.616 -11.372 -14.336
H 1.072 -11.916 -15.731
H 0.157 -9.826 -13.044
H -0.989 -8.960 -14.154
H 0.673 -8.617 -14.237
C 9.617 -12.764 -21.857
O 10.741 -13.193 -21.191
C 10.477 -13.614 -19.810
C 11.443 -14.743 -19.598
N 12.919 -14.352 -19.888
H 13.018 -14.121 -20.866
H 13.140 -13.517 -19.365
C 14.005 -15.348 -19.551
C 14.058 -16.581 -20.459
O 12.917 -17.393 -20.160
C 12.876 -18.551 -21.053
H 9.121 -11.992 -21.270
H 8.908 -13.570 -22.046
H 9.832 -12.119 -22.709
H 9.456 -13.958 -19.644
H 10.557 -12.826 -19.061
H 11.196 -15.570 -20.263
H 11.437 -15.116 -18.573
H 13.888 -15.575 -18.492
H 14.947 -14.800 -19.574
H 14.950 -17.165 -20.233
H 14.078 -16.199 -21.479
H 11.985 -19.138 -20.830
H 13.623 -19.299 -20.786
H 12.842 -18.224 -22.092
C 2.967 -18.963 -16.378
O 3.776 -19.525 -17.442
C 3.632 -20.924 -17.611
C 5.074 -21.441 -17.940
N 6.128 -20.809 -16.974
H 6.109 -19.820 -17.175
H 5.888 -20.918 -15.999
C 7.506 -21.379 -17.154
C 8.610 -20.460 -16.735
O 8.433 -20.310 -15.318
C 9.176 -19.256 -14.791
H 1.927 -19.276 -16.468
H 3.125 -17.885 -16.329
H 3.277 -19.363 -15.413
H 2.863 -21.199 -18.333
H 3.448 -21.364 -16.631
H 5.276 -20.943 -18.888
H 5.239 -22.517 -17.884
H 7.594 -21.549 -18.227
H 7.380 -22.308 -16.597
H 8.593 -19.503 -17.257
H 9.544 -20.924 -17.049
H 10.207 -19.266 -15.143
H 9.355 -19.382 -13.723
H 8.775 -18.271 -15.033
C -1.117 -10.438 -24.079
O -1.237 -11.683 -23.312
C -0.044 -12.152 -22.667
C -0.349 -13.299 -21.728
N -0.991 -14.437 -22.474
H -1.898 -14.089 -22.748
H -0.527 -14.537 -23.365
C -1.069 -15.780 -21.713
C -2.221 -15.733 -20.729
O -2.280 -14.610 -19.838
C -3.166 -14.590 -18.752
H -0.814 -9.592 -23.463
H -2.105 -10.271 -24.508
H -0.528 -10.504 -24.995
H 0.358 -11.348 -22.050
H 0.694 -12.395 -23.432
H -1.147 -13.004 -21.047
H 0.572 -13.741 -21.348
H -0.175 -15.951 -21.113
H -1.154 -16.627 -22.394
H -2.053 -16.625 -20.126
H -3.114 -16.010 -21.289
H -4.145 -14.902 -19.118
H -3.204 -13.621 -18.253
H -2.781 -15.291 -18.011
*
```

Values from the calculation:
LUMO energy ... -5.27 eV
Orbital gap ... 0.1299 Ha
Energy ... -84417.995 eV
HOMO energy ... -8.80 eV
ΔE to the lowest compared entry with this formula, charge and spin ... 8.408 eV

Löwdin population analysis, charges in e, atoms 1 to 5: atom 1 (N): -0.688, atom 2 (O): -0.087, atom 3 (O): -0.079, atom 4 (O): -0.137, atom 5 (C): -0.485